1.
Molecular formula: C6H17NO2
Method: DFT, ωB97M-V/def2-TZVPD

Geometry as XYZ:
```
26
Properties=species:S:1:pos:R:3
C 0.938 -1.097 -0.596
O 1.296 1.789 1.908
C -1.906 0.075 1.741
C -0.941 -0.869 0.975
H -1.619 1.097 1.655
H 2.152 -1.002 1.107
H -1.368 -0.223 -1.723
H -1.803 -0.341 2.903
H 1.818 -2.765 0.677
H 2.913 -1.650 -0.323
H 0.573 1.416 1.464
H -2.944 -0.144 1.540
H -1.715 -1.665 0.546
H -1.675 1.236 -0.548
H -1.213 1.501 -3.337
H 0.256 2.602 -1.304
C -0.913 0.522 -1.048
O -0.287 1.808 -3.080
H 0.388 -1.941 -1.295
C 0.021 1.533 -1.782
H -0.250 -1.387 1.481
H 1.398 -0.608 -1.401
H 0.986 1.042 -1.643
H 2.007 1.059 1.853
N -0.162 -0.218 -0.045
C 2.048 -1.769 0.276
```

Values from the calculation:
Energy relative to the best compared isomer or geometry (same formula, charge and spin) (kJ/mol): 305.37
Gap between HOMO and LUMO (eV): 9.57
Net charge: 0
E_HOMO (eV): -8.74
Largest force on an atom (eV/A): 5.696
SMILES: CCN(CC)CCO.O

---

2.
Molecular formula: C13H36N11O8S
Method: DFT, ωB97M-V/def2-TZVPD

Geometry as XYZ:
```
69
Properties=species:S:1:pos:R:3
N 7.726 3.078 -1.009
C 6.455 2.580 -0.937
H 4.511 3.182 -0.975
H 4.603 1.420 1.466
O -0.357 -1.196 1.939
N -6.460 2.000 1.854
H 1.957 -1.007 -4.497
H -0.144 2.058 0.228
H -2.729 -0.600 2.905
N 0.896 -6.850 -2.886
H 5.623 4.496 -1.136
C 0.486 -1.608 0.856
H -0.049 -1.730 -0.086
H -1.443 -8.111 -4.689
N -0.632 -8.080 -4.099
H -5.510 1.749 2.050
H -0.179 -8.937 -3.848
O 2.486 -0.735 1.814
H 1.397 0.303 0.325
H -6.877 2.766 2.352
H -1.001 0.134 0.556
H -8.864 2.371 1.087
H 1.019 -2.260 -5.234
H -8.871 1.096 -0.082
O -0.785 -5.823 -4.009
H -1.270 0.923 3.446
H -0.218 -3.730 -3.868
O 0.388 4.317 2.539
H 2.594 0.512 3.403
C 2.878 0.517 2.347
H -0.160 -3.516 -2.158
H 1.383 -7.680 -2.609
N 0.125 -3.219 -3.072
H 2.232 -1.142 -0.165
H 2.374 1.380 1.905
C -2.614 -0.338 1.856
C -7.104 1.265 0.889
H 0.874 -2.580 1.135
C -1.148 -0.100 1.618
H -3.018 -1.173 1.297
N 1.333 -1.788 -4.407
O -6.532 0.351 0.317
H -3.169 4.052 1.851
N -3.519 3.178 1.491
H -3.922 0.767 0.686
C -0.784 2.787 0.714
H -0.318 5.307 0.566
N 5.457 3.514 -1.026
H 1.232 -5.959 -2.570
H -4.417 3.126 1.027
H -1.500 3.125 -0.031
C -0.804 1.104 2.484
C -0.210 -6.853 -3.685
H 7.937 4.051 -1.119
O 1.371 -1.555 -2.153
H 0.261 1.247 2.581
H 4.935 -0.178 2.178
O 6.226 1.392 -0.801
N -3.454 0.865 1.589
C -2.814 2.074 1.670
N -1.490 2.268 1.881
H 8.479 2.419 -0.945
C 0.965 -2.152 -3.147
O 1.505 4.018 0.435
S 0.273 4.211 1.125
C 4.390 0.750 2.290
N -8.385 1.623 0.622
C 1.678 -0.700 0.655
H 4.701 1.224 3.215
```

Values from the calculation:
Gap between HOMO and LUMO (eV): 7.46
Net charge: +1
E_HOMO (eV): -11.06
Largest force on an atom (eV/A): 1.857

---

3.
Molecular formula: C16H37N3O2P
Method: DFT, ωB97M-V/def2-TZVPD

Geometry as XYZ:
```
59
Properties=species:S:1:pos:R:3
H 1.272 0.395 1.116
C 1.360 1.276 -3.140
H 0.771 -2.219 -1.615
H 0.768 3.211 -3.713
H -0.702 -0.606 1.687
H 1.397 -2.896 5.754
H -1.435 0.292 -4.878
H -1.160 -1.223 5.725
H 2.345 1.481 -3.581
N 0.350 -0.598 4.461
C -0.707 2.543 -2.347
C -0.560 0.237 3.702
P -3.264 1.471 -2.642
H 0.552 1.406 -4.999
H -2.129 0.268 2.217
C 1.580 -0.968 3.785
C 0.338 -2.695 -2.489
H -0.231 -2.242 -4.456
C -0.311 -1.662 5.194
C -1.573 1.776 -3.374
O -3.560 3.035 -2.316
H -0.981 -0.513 -2.019
C 0.589 -2.331 6.222
C -1.340 -0.410 2.550
C 2.119 0.902 -0.824
H 0.961 -2.963 3.114
C 1.065 1.069 0.290
H 1.086 -1.779 1.807
H -2.192 -1.087 -3.140
H 0.948 -0.129 -4.652
C 1.525 -2.103 2.752
H 0.466 -3.766 -2.585
C -0.931 0.488 -3.929
H -0.836 2.180 -1.333
H -0.728 -2.436 4.530
H 0.943 2.098 0.620
H -4.258 3.091 -1.654
H -0.002 1.095 3.316
H 0.100 0.756 -0.109
H -3.096 -0.031 -1.151
O -2.906 0.912 -1.132
H 1.353 3.178 -2.078
H 2.828 0.157 -0.469
N 1.529 0.325 -2.062
H 2.215 -0.341 -2.397
H 2.538 -2.448 2.533
H 1.028 -1.593 6.894
H -1.756 2.433 -4.231
H 2.314 -1.242 4.546
H 0.008 -3.033 6.820
C -0.313 -1.958 -3.405
C -1.154 -0.758 -3.068
H -1.283 0.661 4.405
H 1.995 -0.072 3.313
N 0.517 0.707 -4.254
H -1.072 3.569 -2.358
H -1.817 -1.344 2.848
H 2.682 1.816 -1.007
C 0.756 2.618 -2.791
```

Values from the calculation:
Energy relative to the best compared isomer or geometry (same formula, charge and spin) (kJ/mol): 0.00
Gap between HOMO and LUMO (eV): 6.93
Net charge: +1
E_HOMO (eV): -9.95
Largest force on an atom (eV/A): 1.613

---

4.
Molecular formula: C20H22HgN2O2
Method: DFT, ωB97M-V/def2-TZVPD

Geometry as XYZ:
```
47
Properties=species:S:1:pos:R:3
H -3.003 1.872 4.570
C -1.751 1.716 -2.255
C 0.390 -2.989 -0.867
H -1.738 1.469 6.726
H 2.658 0.071 -3.114
H -1.079 2.552 -1.980
H 1.367 -2.835 -0.373
H -3.821 -1.354 -3.266
N -1.431 0.478 -1.856
H 1.237 0.849 -3.756
C 0.735 0.574 4.564
H 3.773 2.555 1.235
H -1.782 1.383 2.416
H 2.801 2.124 -0.013
O 1.907 -0.046 2.013
C 1.576 0.041 -3.117
H 3.712 0.318 0.030
C -1.225 1.274 5.780
H -4.618 0.976 -3.913
H 0.651 0.661 6.767
C -3.704 0.828 -3.344
H 1.764 0.225 4.543
H -2.982 -3.189 -2.730
Hg 0.762 0.107 -1.177
C -2.134 -0.625 -2.213
C 3.872 2.347 0.158
C -1.251 1.215 3.362
H 4.894 0.717 -1.102
C -1.346 -4.345 -1.823
C -2.044 -3.197 -2.193
C -1.534 -1.944 -1.836
H -3.179 2.951 -3.277
C -2.929 1.937 -2.983
H -1.746 -5.323 -2.066
C 0.080 0.755 3.321
H 4.158 3.234 -0.393
O 0.074 0.695 0.923
H 5.334 0.761 0.759
H 1.288 -0.874 -3.623
N -0.360 -1.919 -1.168
C 0.771 0.445 1.994
C 4.587 1.042 -0.072
C -1.932 1.495 4.572
C 0.119 0.822 5.802
C -3.295 -0.450 -2.983
H 0.483 -5.131 -0.885
C -0.107 -4.267 -1.158
```

Values from the calculation:
Energy relative to the best compared isomer or geometry (same formula, charge and spin) (kJ/mol): 0.00
Gap between HOMO and LUMO (eV): 7.84
Net charge: 0
E_HOMO (eV): -8.61
Largest force on an atom (eV/A): 2.920

---

5.
Molecular formula: C25H41NO4Si
Method: DFT, ωB97M-V/def2-TZVPD

Geometry as XYZ:
```
72
Properties=species:S:1:pos:R:3
Si -1.878 -0.593 4.631
C -0.521 -2.208 -1.820
O 4.414 -1.876 4.030
C 2.717 1.841 -2.703
H 3.647 1.216 -2.494
C -1.627 3.872 -4.178
H -0.114 -0.910 1.939
H 0.183 3.988 -5.568
C 2.569 -0.642 2.853
H 1.523 -1.384 0.344
C 2.739 -3.180 -0.183
C 0.898 3.367 -2.449
H -3.742 3.316 -3.786
H 3.185 -3.893 0.599
H -2.813 1.890 -4.472
H -0.751 0.788 2.548
H -3.189 0.235 -1.672
C -0.099 -0.834 -2.535
H 0.514 -0.199 -1.810
C -2.976 -1.785 3.606
H -1.984 1.941 4.003
H 0.633 -4.021 -2.713
H -1.989 -0.276 7.127
O 4.940 -3.343 2.349
N 0.741 2.893 -3.825
H -3.060 -1.386 2.536
H 1.644 1.158 1.810
H -4.032 -1.839 4.070
H -2.147 4.477 -5.019
H -2.065 -0.761 -3.572
H 3.208 -0.902 -0.314
H 2.128 1.412 -4.945
C -1.827 -1.201 6.478
C 2.069 2.782 -1.630
H 0.162 4.120 -1.986
H -3.482 2.564 -1.643
C 1.248 -3.771 -0.493
H -0.825 -2.082 -0.718
C 3.113 -1.548 1.897
C -0.309 3.243 -4.836
C 4.217 -2.382 2.685
H 2.340 2.998 -0.545
H 1.667 -2.560 -2.327
H -0.936 0.704 -3.912
C -1.358 0.028 -3.097
C -0.060 -0.100 2.759
H 1.345 -4.916 -0.545
H 3.418 -3.226 -1.116
C 2.649 -1.643 0.354
H -2.463 -2.814 3.578
C 0.784 -3.194 -1.926
C -2.628 1.167 4.550
H 1.573 1.167 3.660
H -3.626 1.082 3.970
H -2.841 1.546 5.607
H 0.494 -1.136 -3.485
H -1.698 2.966 -1.653
H -0.775 -1.640 6.667
O 3.017 -0.503 5.338
H -1.413 4.634 -3.347
C -2.493 2.329 -2.201
H 0.547 -3.504 0.372
H -1.368 -2.771 -2.340
H -2.634 -2.002 6.603
C 1.877 1.972 -3.988
C -2.730 2.754 -3.732
C -2.199 0.769 -1.950
C 1.455 0.491 2.736
H -0.527 2.290 -5.448
C 3.330 -0.962 4.213
O -0.247 -0.725 4.049
H -1.557 0.712 -0.985
```

Values from the calculation:
Gap between HOMO and LUMO (eV): 7.44
Net charge: 0
E_HOMO (eV): -8.09
Largest force on an atom (eV/A): 6.429
SMILES: C[Si](C)(C)OCCC1=C(CCCCCCCCCCCCn2cccc2)C(=O)OC1=O

---

6.
Molecular formula: C5H9NO
Method: DFT, ωB97M-V/def2-TZVPD

Geometry as XYZ:
```
16
Properties=species:S:1:pos:R:3
H 1.027 -1.531 0.115
C -0.422 -0.528 -1.251
H -0.631 -2.152 0.343
H 0.210 -0.683 -2.130
N -0.744 0.171 1.959
H -1.056 -0.911 3.478
C -0.343 -0.010 0.770
H -1.062 1.563 -0.663
C -0.263 0.831 -0.500
C 1.108 1.466 -0.755
H 1.919 0.804 -0.430
H 1.221 2.420 -0.231
C -0.038 -1.286 0.042
H -1.466 -0.719 -1.517
H 1.237 1.643 -1.830
O -0.698 -1.079 2.601
```

Values from the calculation:
Energy relative to the best compared isomer or geometry (same formula, charge and spin) (kJ/mol): 291.58
Gap between HOMO and LUMO (eV): 10.54
Net charge: 0
E_HOMO (eV): -9.46
Largest force on an atom (eV/A): 0.702
SMILES: C[C@H]1CC/C1=N\O

---

7.
Molecular formula: CH4N2P2
Method: DFT, ωB97M-V/def2-TZVPD

Geometry as XYZ:
```
9
Properties=species:S:1:pos:R:3
P -1.757 0.751 0.312
H 2.261 0.199 -1.215
H -2.374 -0.296 0.758
N 1.025 -0.602 0.587
H 1.126 -0.647 2.103
H -0.802 -0.057 -1.745
P 1.633 0.865 -0.037
N -1.050 -0.310 -0.855
C -0.062 0.096 0.091
```

Values from the calculation:
Energy relative to the best compared isomer or geometry (same formula, charge and spin) (kJ/mol): 429.31
Gap between HOMO and LUMO (eV): 8.93
Net charge: 0
E_HOMO (eV): -8.96
Largest force on an atom (eV/A): 6.651

---

8.
Molecular formula: C8H16N4O2
Method: DFT, ωB97M-V/def2-TZVPD

Geometry as XYZ:
```
30
Properties=species:S:1:pos:R:3
H -0.364 4.442 -0.948
O 1.253 3.039 0.226
N -3.037 0.305 1.652
H -0.544 1.464 1.083
O 0.783 -2.010 0.845
H -0.830 0.114 2.670
C 0.131 -0.817 1.067
C 1.065 -3.250 -1.172
H 1.759 -0.214 -1.475
C -0.382 1.217 0.005
N 0.478 0.074 0.102
H 0.075 -1.004 -1.707
H 0.568 2.186 -1.628
H 1.721 2.283 0.646
H 0.272 -3.741 -0.667
H -1.708 -2.271 0.344
H -1.574 3.108 -1.384
C 0.172 2.555 -0.604
N -1.722 -1.314 0.334
H 1.847 -3.989 -1.142
N 0.062 -0.480 2.378
H -1.344 3.684 0.382
H 0.374 -1.246 2.961
C -2.543 -0.599 1.096
H 0.780 -3.271 -2.227
H 2.560 -2.032 -0.327
C 1.465 -1.989 -0.396
H -1.385 0.954 -0.437
C -0.907 3.568 -0.632
C 0.972 -0.765 -1.046
```

Values from the calculation:
Energy relative to the best compared isomer or geometry (same formula, charge and spin) (kJ/mol): 25.60
Expectation value of S²: 2.0228
Gap between HOMO and LUMO (spin up / spin down) (eV): 5.10 / 6.21
Net charge: 0
Spin multiplicity: 3
E_HOMO (spin up / spin down) (eV): -4.36 / -9.11
Largest force on an atom (eV/A): 5.774